Record 1
{"formula": "C9H8AuBr2Cl2NO2", "method": "the ωB97M-V functional and the def2-TZVPD basis", "symbols": ["Au", "Br", "C", "Br", "H", "H", "Cl", "C", "Cl", "C", "O", "O", "H", "N", "C", "C", "C", "C", "C", "C", "H", "H", "H", "H", "H"], "xyz": [[-0.502, 1.074, 0.852], [-1.915, -0.323, -2.294], [-2.643, -1.948, -1.561], [-2.349, -2.124, 0.332], [-2.164, -2.784, -2.058], [-3.712, -1.941, -1.735], [-4.268, 4.311, 0.520], [-3.362, 3.885, 1.982], [-2.011, 5.010, 2.243], [-2.811, 2.450, 1.929], [-3.017, 1.720, 2.876], [-2.177, 2.170, 0.845], [-4.031, 3.988, 2.829], [1.210, 0.200, 0.892], [2.029, -0.521, 0.164], [3.401, -0.582, 0.528], [4.283, -1.327, -0.221], [3.800, -2.062, -1.301], [2.458, -2.053, -1.674], [1.579, -1.267, -0.965], [3.714, -0.009, 1.390], [5.333, -1.363, 0.033], [4.495, -2.667, -1.870], [2.127, -2.637, -2.520], [0.530, -1.199, -1.216]], "forces_ev_per_angstrom": [[0.225, -0.530, -0.220], [-0.055, 0.006, -0.063], [-0.056, -0.073, 0.004], [0.015, -0.007, -0.033], [-0.034, 0.048, 0.028], [0.057, 0.022, 0.010], [-0.014, -0.008, -0.012], [-0.148, -0.068, 0.062], [0.054, 0.018, -0.008], [-0.260, -0.100, 0.321], [0.084, 0.133, 0.032], [0.337, 0.132, -0.369], [0.046, -0.041, -0.061], [0.128, 0.700, 0.687], [-0.574, -0.154, -0.360], [0.245, -0.142, 0.086], [-0.071, 0.144, 0.130], [0.170, -0.126, -0.106], [-0.192, 0.125, 0.101], [0.085, -0.066, -0.217], [-0.004, 0.004, 0.036], [0.008, 0.007, -0.003], [0.005, 0.000, -0.003], [-0.018, -0.025, -0.020], [-0.033, 0.001, -0.023]], "e_lumo_ev": [-2.89, -2.89], "homo_ev": [-8.9650, -8.9656], "charge": 0, "energy_ha": -6756.99440}


Record 2
{"formula": "C9H8ClIMnS3", "method": "the ωB97M-V functional and the def2-TZVPD basis", "symbols": ["Mn", "S", "C", "S", "S", "Cl", "C", "C", "C", "C", "C", "C", "C", "H", "H", "H", "H", "H", "H", "I", "C", "H", "H"], "xyz": [[0.225, -0.821, 1.741], [-3.107, -2.709, 3.576], [-1.761, -1.875, 3.168], [-1.725, -0.167, 2.682], [-0.135, -2.526, 3.120], [2.181, -1.074, -2.431], [0.862, -0.001, -2.012], [0.745, 1.162, -2.758], [-0.313, 2.027, -2.535], [-1.259, 1.703, -1.571], [-1.121, 0.544, -0.828], [-0.046, -0.340, -1.004], [0.105, -1.517, -0.107], [1.484, 1.376, -3.520], [-0.400, 2.936, -3.117], [-2.102, 2.359, -1.393], [-1.854, 0.299, -0.069], [0.990, -2.111, -0.333], [-0.778, -2.162, -0.111], [3.416, -0.137, 1.214], [1.527, 0.620, 1.949], [1.745, 0.901, 2.978], [1.321, 1.516, 1.361]], "forces_ev_per_angstrom": [[-0.133, 0.205, 0.029], [-0.052, -0.037, 0.039], [0.077, 0.438, 0.129], [0.104, -0.501, -0.169], [0.001, -0.258, 0.033], [-0.055, 0.043, 0.040], [0.041, 0.015, -0.029], [0.025, 0.023, -0.042], [-0.030, -0.022, 0.038], [0.053, 0.004, -0.046], [-0.069, 0.000, 0.021], [0.115, -0.132, -0.024], [-0.016, 0.219, -0.028], [0.001, -0.012, 0.009], [-0.001, 0.000, 0.002], [-0.007, -0.012, 0.013], [-0.013, 0.011, 0.002], [-0.003, -0.031, -0.021], [-0.049, 0.046, 0.006], [0.005, -0.068, 0.002], [0.054, 0.069, 0.025], [-0.077, 0.020, 0.024], [0.029, -0.020, -0.053]], "e_lumo_ev": [2.58, 2.56], "homo_ev": [-4.6686, -4.7703], "charge": -1, "energy_ha": -3451.21532}